Formula: C35H40F6N5S
Source: the Open Molecules 2025 dataset
Level of theory: ωB97M-V with the def2-TZVPD basis set

Its charge is +1. For the LUMO energy, the calculation gives -4.8309 eV. The relative energy (zero: lowest compared OMol25 entry of this formula, charge and spin) is 1.103 eV. The calculation puts the total energy at -71528.924 eV.

Geometry (Å):
1 S 2.706 -0.714 -0.867
2 F 7.216 1.253 -1.154
3 F 9.685 -3.751 -1.216
4 F 8.087 0.964 -3.158
5 F 9.484 -3.905 -3.402
6 F 8.421 -5.321 -2.095
7 F 5.922 1.317 -2.931
8 N 1.761 -3.173 -1.063
9 N -7.413 1.959 0.669
10 N 4.014 -3.108 -1.385
11 N 2.137 1.669 3.340
12 N -1.534 -1.506 -1.619
13 C 1.291 2.412 1.190
14 C 7.863 -1.691 -2.284
15 C -2.473 -1.444 -2.703
16 C 2.908 2.837 3.726
17 C -1.111 1.067 1.760
18 C 6.777 -0.817 -2.262
19 C -9.521 1.008 1.261
20 C 1.135 1.698 2.405
21 C -0.281 -2.063 -2.004
22 C 7.001 0.673 -2.382
23 C -8.117 0.682 0.724
24 C -9.611 2.536 1.389
25 C -0.068 0.988 2.664
26 C 6.314 -3.536 -1.996
27 C -5.130 2.498 1.315
28 C 5.254 -2.625 -1.821
29 C 2.588 0.418 3.929
30 C -0.640 -3.042 -3.156
31 C -3.779 2.394 1.054
32 C -8.248 3.109 0.963
33 C -3.305 1.899 -0.205
34 C -1.995 -2.543 -3.697
35 C 0.403 -2.676 -0.777
36 C -5.612 1.639 -0.930
37 C 7.611 -3.062 -2.178
38 C 3.863 2.339 4.826
39 C -4.271 1.629 -1.217
40 C -1.937 1.689 -0.504
41 C 2.859 -2.364 -1.111
42 C 8.788 -4.014 -2.223
43 C -0.912 1.659 0.479
44 C 3.749 0.807 4.863
45 C -6.075 2.054 0.350
46 C 5.476 -1.276 -2.073
47 C 0.349 2.259 0.197
48 H 1.822 -4.102 -1.469
49 H -1.898 -2.144 -4.713
50 H 3.451 3.258 2.862
51 H 0.410 -1.276 -2.394
52 H 4.881 2.674 4.616
53 H -6.347 1.346 -1.687
54 H 0.508 -1.897 -0.008
55 H 3.554 2.758 5.789
56 H 3.548 0.445 5.875
57 H -1.537 -0.762 -0.931
58 H -1.642 1.661 -1.557
59 H 0.150 -3.094 -3.912
60 H -0.774 -4.043 -2.731
61 H -5.516 2.848 2.277
62 H -10.275 0.620 0.572
63 H -10.392 2.930 0.733
64 H 4.655 -0.557 -2.063
65 H 0.524 2.667 -0.798
66 H -9.659 0.526 2.233
67 H -2.086 0.658 2.017
68 H -8.157 0.203 -0.275
69 H -3.912 1.372 -2.218
70 H -0.222 -3.509 -0.415
71 H 8.878 -1.318 -2.388
72 H 2.926 -0.290 3.138
73 H -2.436 -0.449 -3.185
74 H -7.600 -0.031 1.399
75 H 2.200 3.001 1.026
76 H -7.794 3.742 1.745
77 H 3.970 -4.116 -1.190
78 H 2.254 3.642 4.111
79 H 4.666 0.334 4.500
80 H -2.728 -3.360 -3.695
81 H -9.831 2.839 2.417
82 H -8.370 3.748 0.065
83 H -0.157 0.443 3.605
84 H 1.763 -0.082 4.475
85 H -3.063 2.700 1.818
86 H -3.514 -1.608 -2.373
87 H 6.121 -4.603 -1.962

Formula: C3H11NO2
Source: the Open Molecules 2025 dataset
Level of theory: ωB97M-V with the def2-TZVPD basis set

Its structure (SMILES) is CCO.NCO. For the LUMO energy, the calculation gives 0.4643 eV. The relative energy (zero: lowest compared OMol25 entry of this formula, charge and spin) is 2.237 eV. The calculation puts the total energy at -8872.253 eV.

Geometry (Å):
1 O 2.093 -1.269 1.524
2 O -2.617 -0.722 -0.002
3 N -3.315 1.412 -0.188
4 C 2.727 -0.877 0.312
5 C -2.936 0.249 -0.955
6 C 3.027 0.553 0.263
7 H 1.118 -0.819 1.421
8 H -2.277 0.388 -1.696
9 H 3.579 -1.754 0.273
10 H 2.500 1.097 1.115
11 H 4.141 0.747 0.282
12 H -2.489 1.645 0.302
13 H -4.095 1.245 0.434
14 H 2.057 -1.173 -0.560
15 H -2.307 -1.603 -0.504
16 H -3.896 -0.136 -1.350
17 H 2.690 1.014 -0.670

Formula: C32H25IrN7O8S2
Source: the Open Molecules 2025 dataset
Level of theory: ωB97M-V with the def2-TZVPD basis set

Its charge is -1. For the LUMO energy, the calculation gives 2.5234 eV. The relative energy (zero: lowest compared OMol25 entry of this formula, charge and spin) is 1.041 eV. The calculation puts the total energy at -84912.946 eV.

Geometry (Å):
1 Ir 0.055 0.086 -0.274
2 S -2.286 0.298 -2.687
3 S 1.699 2.804 -1.509
4 O 1.258 -2.826 -3.930
5 O 0.693 -1.406 -1.540
6 O -3.038 -0.928 -2.614
7 O -0.294 1.155 1.435
8 O -2.342 2.413 0.327
9 O 0.280 3.039 -1.412
10 O 2.608 3.720 -0.872
11 O -1.248 0.368 -3.683
12 N 1.862 1.256 -1.024
13 N -1.121 -1.175 0.645
14 N 1.811 -0.210 0.580
15 N 3.158 2.495 -7.257
16 N -1.745 0.784 -1.215
17 N 3.848 0.975 0.333
18 N -1.702 -0.671 1.815
19 C -2.440 1.890 -0.760
20 C -0.105 -2.371 -1.929
21 C -2.048 3.248 4.532
22 C -4.254 3.492 -1.682
23 C -0.576 -4.176 -3.473
24 C 1.806 -1.506 -4.033
25 C 2.113 2.759 -3.223
26 C -5.079 2.976 -3.901
27 C 0.179 -3.072 -3.128
28 C 2.591 0.728 -0.022
29 C -2.469 0.519 4.263
30 C 4.315 0.224 1.326
31 C -5.083 3.776 -2.756
32 C 3.764 2.935 -4.951
33 C -3.417 1.624 -2.917
34 C -1.165 -2.869 -1.107
35 C 1.504 2.311 -5.494
36 C -1.546 2.580 3.426
37 C 2.813 2.564 -5.904
38 C 3.593 -0.775 1.969
39 C -1.902 -3.995 -1.499
40 C 1.155 2.406 -4.159
41 C -1.215 0.520 2.090
42 C -2.756 2.557 5.506
43 C -3.413 2.397 -1.786
44 C -2.965 1.190 5.369
45 C -1.754 1.212 3.289
46 C -1.573 -2.263 0.140
47 C 2.287 -0.963 1.550
48 C -1.615 -4.643 -2.677
49 C 3.416 3.026 -3.616
50 C -4.244 1.872 -3.997
51 H 4.780 3.149 -5.264
52 H -3.147 3.083 6.369
53 H -3.519 0.647 6.125
54 H 4.131 2.297 -7.428
55 H 2.373 -1.237 -3.144
56 H -1.892 4.315 4.630
57 H -2.353 -2.744 0.724
58 H -0.313 -4.683 -4.395
59 H -2.709 -4.339 -0.864
60 H 1.020 -0.776 -4.189
61 H -2.182 -5.513 -2.982
62 H 0.146 2.187 -3.839
63 H 4.149 3.310 -2.872
64 H 2.459 -1.544 -4.905
65 H 5.338 0.426 1.627
66 H -4.233 1.236 -4.872
67 H -5.748 4.629 -2.711
68 H -1.009 3.099 2.644
69 H 4.021 -1.369 2.761
70 H 2.559 1.900 -7.807
71 H 1.614 -1.690 1.988
72 H -5.739 3.220 -4.724
73 H -2.629 -0.542 4.135
74 H -4.240 4.092 -0.782
75 H 0.756 2.023 -6.224

Formula: C17H49NNa5O10
Source: the Open Molecules 2025 dataset
Level of theory: ωB97M-V with the def2-TZVPD basis set

Its charge is +3. For the LUMO energy, the calculation gives -11.4027 eV. The calculation puts the total energy at -62447.438 eV.

Geometry (Å):
1 Na -2.619 4.813 -1.535
2 Na -4.352 2.474 -0.206
3 Na -1.868 1.625 -2.900
4 Na -1.546 4.703 1.501
5 Na -4.323 -0.298 2.225
6 O -5.894 -0.510 -1.086
7 O -2.582 -0.900 3.972
8 O -1.430 2.890 -0.453
9 O 0.587 -0.684 -3.622
10 O 1.091 4.732 1.901
11 O -1.668 3.711 3.754
12 O -3.210 0.188 0.033
13 O 0.702 4.429 -1.518
14 O -3.668 -2.596 -0.657
15 O -2.305 -0.812 -3.113
16 N 1.665 -1.492 -3.221
17 C 2.141 -2.060 -5.578
18 C -1.239 1.873 0.489
19 C 0.661 -3.540 -4.210
20 C 0.536 -2.319 -1.153
21 C 1.895 -2.607 -4.181
22 C 3.042 -2.459 -1.451
23 C 1.941 -0.265 -1.160
24 C 2.437 2.715 1.629
25 C 1.797 -1.654 -1.765
26 C -1.295 -1.071 4.564
27 C 2.252 4.032 2.407
28 C 3.161 -3.775 -2.234
29 C 2.068 3.752 3.896
30 C -1.527 -1.533 6.019
31 C 3.101 -3.476 -3.737
32 C -1.824 0.431 0.272
33 C -0.480 0.193 4.479
34 H -3.310 -1.694 -0.609
35 H 1.310 -1.427 -5.907
36 H -2.891 -1.042 -3.849
37 H -0.785 -1.931 4.120
38 H -1.536 -0.166 1.146
39 H -4.935 -0.352 -1.024
40 H -2.788 0.036 4.041
41 H -0.358 -1.764 -1.444
42 H -1.755 2.770 3.551
43 H 0.381 5.322 -1.346
44 H -2.251 -0.908 6.548
45 H 0.786 -4.127 -5.119
46 H -1.206 0.015 -0.535
47 H -0.201 -1.198 -3.379
48 H -2.431 -1.531 -2.472
49 H 0.080 3.828 -1.062
50 H -3.341 -3.028 0.141
51 H -6.292 0.352 -1.261
52 H 0.488 0.082 4.969
53 H 1.089 0.405 -1.313
54 H -0.601 -1.426 6.590
55 H -1.021 1.013 4.969
56 H 1.159 3.175 4.090
57 H 0.449 -3.373 -1.400
58 H 2.833 3.035 4.204
59 H 0.671 -2.257 -0.070
60 H 0.610 -4.172 -3.327
61 H 1.385 5.606 1.633
62 H 3.101 -2.606 -0.369
63 H 1.849 1.924 2.103
64 H 2.410 -4.512 -1.942
65 H 3.968 -1.926 -1.685
66 H -1.862 -2.565 6.083
67 H -1.553 2.194 1.505
68 H 3.481 2.411 1.690
69 H 2.383 -0.232 -0.163
70 H 3.005 -4.456 -4.207
71 H 3.096 4.683 2.173
72 H 2.109 2.849 0.599
73 H 2.076 -2.838 -6.341
74 H -0.150 1.771 0.575
75 H 2.715 0.289 -1.709
76 H 2.084 4.652 4.504
77 H 4.117 -4.224 -1.968
78 H -2.248 3.849 4.517
79 H -0.179 0.479 3.464
80 H 4.036 -3.027 -4.071
81 H -0.278 -2.990 -4.310
82 H 3.053 -1.477 -5.692

Formula: C13H40N4O7
Source: the Open Molecules 2025 dataset
Level of theory: ωB97M-V with the def2-TZVPD basis set

Its structure (SMILES) is NC(N)=O.NC(N)=O.CC(C)O.CC(C)O.CC(C)O.CO.CO. For the LUMO energy, the calculation gives -0.3121 eV. The relative energy (zero: lowest compared OMol25 entry of this formula, charge and spin) is 6.437 eV. The calculation puts the total energy at -34417.368 eV.

Geometry (Å):
1 O 0.494 -0.309 -0.334
2 O -0.991 -2.619 -0.675
3 O 1.268 3.025 2.722
4 O 1.818 0.553 3.538
5 O -3.108 3.081 1.192
6 O -2.505 0.020 -0.652
7 O 1.898 -2.743 -1.186
8 N 1.716 -1.513 2.400
9 N 0.178 -3.520 1.323
10 N -1.602 -2.180 1.598
11 N -0.010 -0.205 2.562
12 C 1.400 0.724 -0.501
13 C 3.511 -3.596 -2.526
14 C 3.086 -2.551 -1.577
15 C -2.993 -0.152 -1.781
16 C -2.539 3.120 0.096
17 C -1.157 2.627 0.474
18 C -2.352 4.362 -0.627
19 C 4.085 -2.605 -0.375
20 C -4.454 0.047 -1.888
21 C 1.222 -0.373 2.802
22 C 2.219 3.346 1.717
23 C -2.106 0.792 -2.697
24 C -0.784 -2.763 0.692
25 H 1.333 2.092 2.987
26 H 0.341 -0.402 0.599
27 H 1.343 1.085 -1.550
28 H 2.692 -1.782 2.672
29 H -3.047 2.375 -0.432
30 H 1.220 -2.300 1.861
31 H 1.416 1.574 0.185
32 H 0.107 -3.731 2.324
33 H 2.953 -3.422 -3.474
34 H -1.286 1.794 1.176
35 H 3.826 -1.922 0.426
36 H 1.514 -1.952 -0.902
37 H 2.895 2.495 1.855
38 H -4.662 0.974 -1.339
39 H -0.492 3.389 0.922
40 H 3.243 -4.611 -2.194
41 H -3.983 2.814 0.920
42 H 3.193 -1.664 -2.102
43 H -0.605 -0.976 2.167
44 H 1.781 3.428 0.759
45 H 5.175 -2.404 -0.636
46 H 4.590 -3.598 -2.658
47 H -1.878 5.051 -0.004
48 H -1.593 -0.322 -0.618
49 H -1.033 0.698 -2.534
50 H -3.370 4.713 -0.878
51 H -0.497 0.669 2.891
52 H -2.220 0.536 -3.793
53 H -2.452 1.733 -2.546
54 H -2.449 -1.697 1.215
55 H -0.540 2.241 -0.370
56 H 2.792 4.292 1.967
57 H -1.600 -2.657 2.482
58 H -1.831 4.125 -1.544
59 H 0.703 -4.247 0.770
60 H -4.969 -0.812 -1.539
61 H 4.021 -3.568 0.093
62 H 2.403 0.324 -0.349
63 H -4.682 0.204 -2.894
64 H -2.647 -1.110 -2.211

Formula: C24H40BCl18O9P2S
Source: the Open Molecules 2025 dataset
Level of theory: ωB97M-V with the def2-TZVPD basis set

Its charge is -1. For the LUMO energy, the calculation gives 1.6276 eV. The calculation puts the total energy at -299460.822 eV.

Geometry (Å):
1 Cl -4.466 -8.789 8.175
2 Cl -6.901 3.153 2.543
3 Cl -4.086 -8.396 2.362
4 Cl 0.453 -7.456 4.123
5 Cl 5.406 -5.023 4.355
6 Cl 6.275 -3.086 2.371
7 Cl 3.154 -8.081 4.987
8 Cl -3.208 -5.647 2.020
9 Cl 3.969 -5.028 -1.051
10 Cl 2.274 -8.826 2.322
11 Cl -4.834 -10.723 6.040
12 Cl -9.554 3.892 1.626
13 Cl 3.698 -4.379 2.097
14 Cl -2.939 -8.549 5.717
15 Cl -8.491 1.258 1.026
16 Cl -2.315 -7.696 0.169
17 Cl 5.729 -2.829 -1.730
18 Cl 6.182 -5.458 -2.885
19 S -0.311 -0.544 -1.385
20 P 1.014 1.202 -0.927
21 P 2.096 -0.850 1.298
22 O 4.138 1.633 0.000
23 O 2.168 2.575 -0.624
24 O -1.012 -0.434 -2.669
25 O 3.082 -1.385 0.147
26 O 1.098 -2.107 1.718
27 O -0.243 2.281 -0.412
28 O 0.469 3.075 -3.147
29 O 2.929 -0.625 2.510
30 O 0.612 -1.680 -1.557
31 C 4.896 -3.750 3.239
32 C -2.765 -7.344 1.837
33 C 5.085 5.015 -2.807
34 C -1.408 -1.104 -0.053
35 C 5.622 -4.566 -1.465
36 C -8.530 2.572 2.203
37 C 4.200 2.956 -1.940
38 C -1.545 2.215 -0.893
39 C 2.137 -7.635 3.617
40 C 1.582 0.966 -3.999
41 C 5.355 2.938 -3.992
42 C 5.570 4.287 -3.878
43 C 1.199 0.667 0.933
44 C 2.000 1.898 -5.184
45 C 4.395 4.316 -1.837
46 C 4.671 2.240 -3.015
47 C 3.462 2.301 -0.768
48 C -2.746 4.132 -2.117
49 C -4.476 -9.038 6.427
50 C -3.189 3.741 0.426
51 C -5.394 4.872 -0.312
52 C -3.996 5.059 0.382
53 C -2.181 3.654 -0.757
54 C -4.283 5.624 1.816
55 B 0.976 1.833 -2.798
56 H 2.123 0.381 -1.312
57 H -3.836 2.856 0.387
58 H 2.772 1.397 -5.785
59 H -3.378 6.032 2.286
60 H -3.748 3.732 -2.315
61 H -8.955 2.191 3.123
62 H -1.079 -2.063 0.352
63 H 1.776 1.465 1.405
64 H -1.759 1.925 -1.928
65 H 4.018 4.889 -0.990
66 H 3.244 -2.333 0.216
67 H -1.362 4.349 -0.515
68 H -4.968 6.480 1.721
69 H -2.769 5.231 -2.137
70 H 6.134 4.798 -4.657
71 H -5.295 4.997 -1.395
72 H 0.820 0.293 -4.413
73 H -3.461 5.865 -0.134
74 H 6.263 -4.822 -0.630
75 H 0.740 3.709 -2.467
76 H -6.043 5.656 0.094
77 H 5.239 6.083 -2.692
78 H -1.907 -7.540 2.467
79 H -5.811 3.881 -0.106
80 H -2.369 -1.318 -0.547
81 H -2.572 3.747 1.336
82 H 2.406 2.854 -4.835
83 H 4.513 1.168 -3.069
84 H -2.058 3.852 -2.925
85 H -5.257 -8.420 6.001
86 H 1.127 2.125 -5.806
87 H -2.202 1.597 -0.247
88 H 5.770 2.432 -4.860
89 H 2.413 0.339 -3.654
90 H 4.434 -2.953 3.810
91 H -1.631 -0.356 0.712
92 H 1.718 -2.767 2.066
93 H 2.480 -6.679 3.238
94 H -4.780 4.896 2.482
95 H 0.229 0.702 1.443

Formula: CH5NO2S
Source: the Open Molecules 2025 dataset
Level of theory: ωB97M-V with the def2-TZVPD basis set

Its structure (SMILES) is C=NOO.S. For the LUMO energy, the calculation gives 0.7479 eV. The relative energy (zero: lowest compared OMol25 entry of this formula, charge and spin) is 5.726 eV. The calculation puts the total energy at -17533.218 eV.

Geometry (Å):
1 S -2.888 0.075 -0.281
2 O 1.459 0.828 -0.735
3 O 1.337 1.717 0.375
4 N 1.154 -0.459 -0.583
5 C 0.938 -0.917 0.569
6 H 0.938 -0.464 1.514
7 H -3.666 -0.491 -1.308
8 H 2.002 2.418 0.180
9 H 0.660 -1.924 0.644
10 H -1.934 -0.782 -0.376

Number 1: gap between HOMO and LUMO 5.54 eV. Number 2: gap between HOMO and LUMO 10.41 eV. Number 3: gap between HOMO and LUMO 7.28 eV. Number 4: gap between HOMO and LUMO 2.23 eV. Number 5: gap between HOMO and LUMO 8.63 eV. Number 6: gap between HOMO and LUMO 6.67 eV. Number 7: gap between HOMO and LUMO 10.39 eV.